[1]
87
Properties=species:S:1:pos:R:3 method="wB97M-V/def2-TZVPD" e_homo_ev="-12.8681 / -12.8860" e_above_lowest_kcal_mol=50.80 total_charge=+2 multiplicity=1
Pb 1.278 -1.090 1.935
Se 0.461 -1.856 4.422
P 2.004 0.214 -4.085
P 0.158 -2.107 -3.637
C -2.145 2.715 6.013
C -1.058 2.820 4.983
C -1.340 -1.438 0.104
C -1.671 -2.948 -5.689
C -2.188 -3.901 -6.575
C -2.975 0.193 4.400
C 3.442 3.028 -1.491
C 0.781 0.608 7.952
C -0.082 -1.927 7.240
C -0.546 -3.247 -4.910
C -0.393 -1.409 8.497
C 3.739 2.701 -6.969
C 1.062 0.109 6.670
C -0.336 -5.374 -6.066
C -2.381 -2.367 0.237
C 2.760 0.914 -5.647
C 0.159 -4.442 -5.156
C -0.995 2.468 3.692
C 2.081 1.691 -2.984
C -1.533 -5.124 -6.755
C -2.426 0.191 5.623
C 2.467 4.036 -1.523
C -0.585 -0.570 -4.223
C -1.905 -3.235 -1.983
C 1.050 2.636 -2.902
C 2.302 -0.052 3.623
C -0.873 -2.299 -2.112
C -3.289 1.401 3.570
C 3.387 2.163 -5.724
C 0.034 -0.131 8.875
C 3.238 1.841 -2.194
C -2.037 1.862 2.804
C 1.261 3.829 -2.204
C 2.618 0.143 -6.815
C -0.586 -1.399 -1.067
C -2.365 1.310 6.605
C -2.673 -3.248 -0.811
C 3.524 1.959 -8.136
C 0.290 0.388 -4.643
C 0.532 -1.128 6.234
C 2.980 0.668 -8.057
H 4.174 3.704 -7.020
H 3.563 2.737 -4.816
H 3.775 2.389 -9.109
H -4.052 1.078 2.843
H -1.941 -5.872 -7.439
H 3.060 0.443 3.000
H -0.387 -2.945 6.991
H 0.209 -6.303 -6.242
H 2.185 -0.856 -6.751
H -3.322 1.354 7.163
H 0.235 -0.676 -1.165
H -0.223 0.285 9.849
H 3.980 1.038 -2.168
H 2.645 4.984 -1.011
H -3.496 -3.958 -0.728
H -1.164 -0.722 0.924
H -1.864 3.400 6.842
H -2.156 -1.975 -5.612
H 2.806 -0.577 4.452
H -0.035 2.594 3.164
H -3.105 -3.683 -7.128
H -1.609 0.987 2.274
H 4.369 3.172 -0.932
H -1.564 1.119 7.338
H 1.706 0.696 6.012
H -3.141 -0.763 3.878
H -1.680 -0.459 -4.226
H 0.022 1.247 -5.286
H 1.164 1.592 8.233
H 1.091 -4.629 -4.618
H -0.181 3.377 5.355
H 1.602 0.686 4.026
H -2.332 2.598 2.035
H 0.095 2.467 -3.407
H 0.482 4.597 -2.207
H -2.085 -0.768 6.026
H -0.979 -2.008 9.196
H -3.100 3.064 5.602
H 2.832 0.080 -8.967
H -2.115 -3.926 -2.805
H -3.728 2.228 4.152
H -2.961 -2.398 1.161

=====

[2]
105
Properties=species:S:1:pos:R:3 method="wB97M-V/def2-TZVPD" e_homo_ev=-8.6733 multiplicity=1
Br -4.926 -2.783 3.310
Br -6.215 -0.459 1.260
S -3.316 -1.588 -2.475
P -2.602 -1.486 -0.675
O 4.540 -6.060 -0.516
O 8.022 -7.576 -10.213
O -4.483 2.121 2.567
O 5.052 0.065 0.811
O 6.840 -2.922 -8.025
O 4.705 -3.812 0.763
O -0.505 0.440 -2.364
O 7.306 -2.942 -10.581
O -0.774 4.407 -0.851
O 6.865 -2.043 -3.026
O 3.001 -0.392 1.613
O 7.488 -7.564 -7.673
O -8.689 -0.451 4.233
O -3.100 4.447 2.865
O 6.638 -4.276 -4.328
N -7.281 1.694 3.653
N 0.182 2.269 -1.068
C 3.993 0.281 3.747
C -0.800 3.237 -0.617
C 7.742 -6.477 -9.772
C -2.461 -1.449 3.003
C 7.689 -5.263 -10.560
C 6.310 -2.925 -2.399
C 3.856 0.022 0.664
C 5.074 -5.170 -1.152
C 7.429 -6.398 -8.295
C -1.469 7.584 3.836
C -1.874 2.455 0.069
C -5.657 2.852 2.203
C 5.797 -2.782 -1.051
C -0.674 1.133 -1.412
C 3.582 -0.860 2.840
C -0.990 7.235 5.090
C 7.122 -5.241 -7.692
C -4.401 -0.499 1.734
C -2.180 6.667 3.075
C 3.129 0.452 -0.575
C -2.666 0.172 0.074
C -9.333 0.346 3.245
C -1.811 1.154 -0.418
C -1.943 5.037 4.831
C -9.414 -0.348 1.878
C -2.736 4.301 1.504
C 7.089 -4.026 -8.475
C -3.545 0.532 1.101
C -3.625 1.859 1.559
C 5.213 -3.834 -0.464
C -1.241 5.962 5.586
C 1.119 1.929 0.026
C 2.584 1.888 -0.439
C -6.557 2.941 3.399
C -3.887 -1.399 2.564
C 6.153 -4.256 -3.096
C -8.661 1.736 3.187
C -2.777 2.860 1.051
C 5.573 -5.310 -2.505
C -2.403 5.391 3.571
C 7.381 -4.106 -9.955
H -5.389 3.862 1.881
H 2.632 2.364 -1.412
H -10.350 0.498 3.612
H 4.358 -4.712 0.922
H -8.653 2.112 2.164
H -2.396 -1.676 4.064
H -5.977 3.232 4.274
H 4.410 -1.533 2.626
H 5.458 -6.266 -2.995
H -6.152 2.352 1.368
H 0.989 2.635 0.848
H 6.995 -3.380 -4.496
H 7.071 -2.282 -9.899
H 3.173 0.994 3.821
H -9.264 2.425 3.793
H 3.828 0.387 -1.405
H 4.863 0.794 3.344
H -8.380 -1.266 3.835
H 7.901 -5.330 -11.617
H -10.445 -0.518 1.580
H 2.801 -1.448 3.318
H 4.243 -0.101 4.734
H -7.288 1.542 4.651
H -2.125 4.045 5.217
H -8.893 -1.306 1.884
H -1.926 -2.247 2.479
H 0.855 0.951 0.445
H -1.722 4.672 1.359
H -1.233 -1.785 -0.594
H -3.388 4.898 0.859
H 5.900 -1.822 -0.560
H 2.314 -0.239 -0.788
H -7.250 3.769 3.199
H -1.947 -0.508 2.819
H -3.221 -2.346 0.233
H -0.871 5.686 6.563
H -1.279 8.574 3.447
H 6.895 -5.170 -6.638
H -2.557 6.956 2.103
H 3.175 2.433 0.294
H -8.938 0.255 1.106
H 7.734 -8.222 -8.353
H -0.430 7.949 5.677

=====

[3]
97
Properties=species:S:1:pos:R:3 method="wB97M-V/def2-TZVPD" e_homo_ev=-4.0686 e_above_lowest_kcal_mol=2.90 total_charge=-1 multiplicity=1
Br 7.073 -3.580 1.331
Sc -0.110 -0.383 0.370
S -2.540 2.208 1.064
S -3.364 2.437 -1.923
O 0.577 -2.155 -0.346
O -0.409 -1.360 2.237
O 1.356 0.644 -0.711
O 0.851 -4.044 -1.488
O -1.480 1.145 0.919
N 1.394 0.648 1.793
N 2.189 1.629 1.175
N -0.943 -0.044 -1.862
N -2.206 -1.676 0.330
C -1.366 -1.079 -2.825
C -0.543 -2.357 4.369
C -0.643 4.839 -4.718
C 1.270 -3.154 -0.761
C -2.875 -1.277 -2.861
C 2.809 2.526 -0.950
C -1.815 1.943 5.048
C 1.661 0.506 3.065
C -2.769 3.791 -4.257
C -3.493 -1.510 -0.356
C 4.207 4.478 -1.167
C -1.001 3.654 -2.649
C 3.440 -4.374 -0.488
C -2.322 3.335 -3.007
C -1.945 4.526 -5.095
C 4.154 4.368 -2.552
C 5.289 -3.433 0.686
C 0.324 5.014 0.669
C -1.741 5.966 -0.132
C 2.077 1.536 -0.111
C 3.432 3.337 -3.133
C -0.336 3.835 0.987
C 2.694 -3.227 -0.242
C 1.004 -0.456 3.884
C 4.740 -4.489 -0.023
C 0.043 -1.331 3.431
C -2.634 2.405 2.853
C -3.489 -2.121 -1.752
C 3.269 -2.182 0.471
C -1.692 3.743 0.725
C -2.853 2.692 5.586
C -1.700 1.796 3.673
C -0.378 6.075 0.114
C -2.410 4.788 0.165
C 2.760 2.420 -2.335
C -3.687 3.140 3.377
C 3.540 3.562 -0.370
C 4.573 -2.277 0.937
C -0.180 4.395 -3.486
C -3.789 3.289 4.751
C 2.705 1.368 3.723
H -1.054 -0.788 -3.833
H 3.576 3.628 0.709
H -4.290 -1.988 0.224
H -3.783 3.557 -4.556
H -0.187 -3.347 4.075
H -1.629 -2.358 4.274
H -2.277 6.783 -0.596
H 5.021 -1.460 1.487
H -0.033 0.303 -2.148
H -4.530 -2.319 -2.025
H -2.320 -1.651 1.337
H 0.831 4.624 -3.167
H -3.449 4.649 -0.100
H -3.352 -0.292 -2.874
H 2.467 2.423 3.581
H 3.380 3.249 -4.211
H -1.089 1.464 5.693
H 1.390 5.089 0.840
H 2.977 -5.172 -1.053
H -2.939 2.804 6.660
H -4.605 3.865 5.171
H -0.905 1.203 3.241
H -3.728 -0.442 -0.419
H -2.325 4.861 -6.054
H 0.144 6.986 -0.151
H -2.994 -3.099 -1.706
H 0.209 2.995 1.400
H -0.266 -2.175 5.406
H 4.769 5.282 -0.708
H 3.676 1.209 3.255
H 4.674 5.086 -3.174
H -1.796 -2.581 0.117
H -3.120 -1.753 -3.815
H 2.769 1.143 4.786
H -0.623 3.316 -1.689
H 5.321 -5.381 -0.208
H 2.701 -1.282 0.662
H 1.308 -0.519 4.919
H -4.418 3.592 2.715
H -1.589 0.753 -1.915
H -0.003 5.418 -5.373
H -0.850 -2.012 -2.580
H 2.186 1.618 -2.777

=====

[4]
100
Properties=species:S:1:pos:R:3 method="wB97M-V/def2-TZVPD" e_homo_ev="-2.9256 / -2.8280" e_above_lowest_kcal_mol=25.68 total_charge=-1 multiplicity=1
Ti 0.608 0.353 0.175
S 2.428 -0.375 -2.243
S -0.450 0.956 -2.013
P -1.674 -2.350 -1.659
O -0.849 -0.591 0.932
O -0.588 1.977 0.626
O -2.964 -1.158 3.134
O -4.150 1.452 3.750
O -2.742 3.515 2.148
N 2.089 -2.247 -0.329
N 2.892 -2.959 -2.333
N 1.616 -1.302 0.504
N 1.968 1.763 -0.240
N 0.638 3.439 -1.273
N 1.188 0.650 2.157
N -1.083 3.423 -2.661
C 2.237 -2.908 2.250
C 1.717 3.091 -0.458
C -1.746 -1.659 -3.371
C 3.302 -5.368 2.980
C 1.619 -4.087 1.846
C -1.928 -5.108 -0.994
C -3.726 -0.644 -0.966
C 2.148 -5.308 2.215
C -0.773 4.727 -2.418
C 2.434 -1.921 -1.545
C -1.432 -4.209 -2.124
C 0.991 1.606 4.334
C -1.538 1.565 1.380
C -2.537 2.302 2.139
C 1.446 -0.572 2.725
C -2.143 2.932 -3.493
C 2.559 4.084 0.055
C -2.742 -0.625 -5.317
C 0.279 4.747 -1.572
C -2.858 -1.183 -4.056
C -3.453 -2.159 -0.973
C -0.250 2.620 -1.938
C -0.387 -1.019 -5.275
C -0.504 -1.543 -4.002
C 3.171 1.461 0.315
C 0.972 1.690 2.961
C -4.619 -2.895 -1.639
C -1.509 -0.554 -5.941
C -2.668 -0.095 2.598
C -3.373 -2.626 0.485
C -2.089 -4.620 -3.438
C -1.667 0.174 1.580
C 1.199 0.349 4.931
C -3.260 1.256 2.939
C 4.058 2.383 0.792
C 0.081 -4.420 -2.220
C 3.917 -4.198 3.393
C 3.386 -2.975 3.035
C 1.421 -0.735 4.131
C 1.720 -1.606 1.808
C 3.721 3.747 0.713
H 2.326 5.128 -0.069
H -2.468 3.729 -4.160
H -3.424 -3.706 0.572
H 5.004 2.072 1.207
H 3.483 -2.659 -3.093
H 3.418 0.402 0.339
H 0.772 5.598 -1.158
H -3.168 -4.490 -3.405
H -2.795 -0.087 -0.844
H -4.386 -0.382 -0.137
H -1.320 5.534 -2.859
H -1.784 2.078 -4.068
H -4.701 -2.708 -2.706
H 4.373 4.505 1.123
H -1.536 -4.765 -0.039
H -2.445 -2.292 0.944
H -4.547 -3.971 -1.499
H -3.627 -0.245 -5.814
H -2.984 2.594 -2.882
H 0.308 -5.488 -2.242
H -4.200 -2.217 1.065
H 0.386 -1.847 -3.471
H 1.554 -1.725 4.542
H -1.703 -4.031 -4.268
H -5.549 -2.569 -1.167
H 0.494 -3.973 -3.118
H 0.587 -0.958 -5.742
H 4.821 -4.237 3.985
H -1.875 -5.671 -3.640
H 0.772 2.639 2.470
H -3.011 -5.138 -0.941
H 3.210 -3.767 -1.819
H 1.168 0.251 6.007
H 0.814 2.481 4.936
H 1.659 -6.220 1.905
H -3.842 -1.229 -3.620
H -1.582 -6.130 -1.152
H 0.718 -4.024 1.256
H 0.580 -3.979 -1.358
H 3.867 -2.057 3.348
H -1.427 -0.123 -6.931
H -4.197 -0.301 -1.885
H 3.720 -6.325 3.254

=====

[5]
93
Properties=species:S:1:pos:R:3 method="wB97M-V/def2-TZVPD" e_homo_ev="-8.2910 / -9.5793" multiplicity=2 s2=0.754
P -5.277 -0.994 -3.168
O -1.221 0.830 -2.271
O -6.541 -0.459 -3.723
O 3.704 3.535 6.214
O 4.434 -2.119 -0.228
O 0.404 2.057 2.252
O -7.826 -3.297 -1.822
O 7.331 -3.199 -4.612
N -1.972 1.030 -1.255
C 3.236 1.994 4.488
C -7.859 -2.435 -0.690
C 0.813 3.546 4.043
C 2.360 1.601 3.476
C 6.998 -3.192 0.146
C 5.339 -2.301 -3.719
C 6.470 -2.927 -1.112
C 0.191 5.728 5.641
C -3.069 2.009 -1.525
C -0.351 4.268 3.809
C -0.661 5.356 4.606
C -1.011 -1.078 -0.522
C 2.641 0.477 2.712
C 8.482 -3.780 -2.132
C 7.217 -3.219 -2.255
C -4.155 1.241 -2.302
C 4.402 1.269 4.711
C -3.584 2.696 -0.256
C 9.002 -4.042 -0.876
C -2.579 0.082 0.996
C -4.617 -0.115 -1.700
C 4.584 -2.029 -2.577
C 4.833 -1.984 -4.974
C 2.943 3.182 5.339
C -6.517 -2.330 0.060
C 3.798 -0.246 2.941
C -2.484 3.112 -2.412
C -3.426 -0.953 -1.194
C 3.583 -1.400 -5.089
C 6.686 -2.933 -3.621
C 1.122 2.373 3.177
C 3.327 -1.447 -2.699
C -6.073 -0.899 0.409
C -5.801 0.113 -0.713
C -2.272 -0.217 -0.482
C 1.355 5.017 5.874
C 5.103 -2.341 -1.215
C 8.262 -3.745 0.263
C 4.684 0.156 3.935
C 1.672 3.924 5.077
C 2.829 -1.133 -3.951
H 2.033 5.295 6.670
H 5.595 -0.403 4.107
H -0.138 -0.471 -0.276
H -4.382 3.384 -0.544
H 8.673 -3.947 1.244
H 4.013 -1.114 2.330
H -3.776 -1.740 -0.522
H -3.995 2.027 0.490
H -5.032 1.887 -2.412
H -1.568 5.917 4.424
H 6.405 -2.960 1.019
H -0.999 3.963 2.999
H -5.747 -2.867 -0.505
H 9.043 -4.003 -3.029
H -2.288 -0.778 1.601
H 1.852 -0.676 -4.042
H 1.948 0.186 1.934
H -0.055 6.578 6.264
H -3.624 0.303 1.196
H -5.666 1.090 -0.242
H -2.973 -1.465 -2.057
H -8.638 -2.793 -0.007
H -1.475 3.354 -2.076
H -8.174 -1.454 -1.055
H -5.292 -2.353 -2.800
H -7.135 -3.954 -1.688
H -2.438 2.818 -3.459
H 5.075 1.593 5.493
H -0.848 -1.518 -1.505
H -4.173 -0.957 -4.044
H -6.708 0.224 -1.318
H -3.094 4.013 -2.320
H -2.779 3.275 0.202
H 5.433 -2.201 -5.848
H -6.609 -2.858 1.014
H -1.097 -1.879 0.215
H -6.883 -0.468 1.011
H -1.977 0.930 1.331
H -3.738 1.072 -3.300
H -5.216 -0.958 1.086
H 2.756 -1.244 -1.803
H 9.988 -4.478 -0.781
H 3.193 -1.150 -6.067

=====

Repeat the second record exactly.
105
Properties=species:S:1:pos:R:3 method="wB97M-V/def2-TZVPD" e_homo_ev=-8.6733 multiplicity=1
Br -4.926 -2.783 3.310
Br -6.215 -0.459 1.260
S -3.316 -1.588 -2.475
P -2.602 -1.486 -0.675
O 4.540 -6.060 -0.516
O 8.022 -7.576 -10.213
O -4.483 2.121 2.567
O 5.052 0.065 0.811
O 6.840 -2.922 -8.025
O 4.705 -3.812 0.763
O -0.505 0.440 -2.364
O 7.306 -2.942 -10.581
O -0.774 4.407 -0.851
O 6.865 -2.043 -3.026
O 3.001 -0.392 1.613
O 7.488 -7.564 -7.673
O -8.689 -0.451 4.233
O -3.100 4.447 2.865
O 6.638 -4.276 -4.328
N -7.281 1.694 3.653
N 0.182 2.269 -1.068
C 3.993 0.281 3.747
C -0.800 3.237 -0.617
C 7.742 -6.477 -9.772
C -2.461 -1.449 3.003
C 7.689 -5.263 -10.560
C 6.310 -2.925 -2.399
C 3.856 0.022 0.664
C 5.074 -5.170 -1.152
C 7.429 -6.398 -8.295
C -1.469 7.584 3.836
C -1.874 2.455 0.069
C -5.657 2.852 2.203
C 5.797 -2.782 -1.051
C -0.674 1.133 -1.412
C 3.582 -0.860 2.840
C -0.990 7.235 5.090
C 7.122 -5.241 -7.692
C -4.401 -0.499 1.734
C -2.180 6.667 3.075
C 3.129 0.452 -0.575
C -2.666 0.172 0.074
C -9.333 0.346 3.245
C -1.811 1.154 -0.418
C -1.943 5.037 4.831
C -9.414 -0.348 1.878
C -2.736 4.301 1.504
C 7.089 -4.026 -8.475
C -3.545 0.532 1.101
C -3.625 1.859 1.559
C 5.213 -3.834 -0.464
C -1.241 5.962 5.586
C 1.119 1.929 0.026
C 2.584 1.888 -0.439
C -6.557 2.941 3.399
C -3.887 -1.399 2.564
C 6.153 -4.256 -3.096
C -8.661 1.736 3.187
C -2.777 2.860 1.051
C 5.573 -5.310 -2.505
C -2.403 5.391 3.571
C 7.381 -4.106 -9.955
H -5.389 3.862 1.881
H 2.632 2.364 -1.412
H -10.350 0.498 3.612
H 4.358 -4.712 0.922
H -8.653 2.112 2.164
H -2.396 -1.676 4.064
H -5.977 3.232 4.274
H 4.410 -1.533 2.626
H 5.458 -6.266 -2.995
H -6.152 2.352 1.368
H 0.989 2.635 0.848
H 6.995 -3.380 -4.496
H 7.071 -2.282 -9.899
H 3.173 0.994 3.821
H -9.264 2.425 3.793
H 3.828 0.387 -1.405
H 4.863 0.794 3.344
H -8.380 -1.266 3.835
H 7.901 -5.330 -11.617
H -10.445 -0.518 1.580
H 2.801 -1.448 3.318
H 4.243 -0.101 4.734
H -7.288 1.542 4.651
H -2.125 4.045 5.217
H -8.893 -1.306 1.884
H -1.926 -2.247 2.479
H 0.855 0.951 0.445
H -1.722 4.672 1.359
H -1.233 -1.785 -0.594
H -3.388 4.898 0.859
H 5.900 -1.822 -0.560
H 2.314 -0.239 -0.788
H -7.250 3.769 3.199
H -1.947 -0.508 2.819
H -3.221 -2.346 0.233
H -0.871 5.686 6.563
H -1.279 8.574 3.447
H 6.895 -5.170 -6.638
H -2.557 6.956 2.103
H 3.175 2.433 0.294
H -8.938 0.255 1.106
H 7.734 -8.222 -8.353
H -0.430 7.949 5.677